Molecular formula: C5H9BrSi
Method: DFT, ωB97M-V/def2-TZVPD

Each line ends with the Mulliken charge.
Geometry (Å):
C (-1.64745, 1.84329, 0.26687)  -0.878
C (0.31843, -0.74854, -0.40058)  0.203
C (1.52573, 0.28334, -0.74230)  -1.152
C (0.83710, -1.85300, 0.46113)  -1.198
C (-2.00610, 2.88844, -0.15413)  0.552
Si (-1.07236, 0.19080, 0.55523)  0.294
Br (-2.93541, -0.98564, -0.04655)  -0.317
H (1.57061, 0.53231, -1.88118)  0.264
H (1.45795, 1.17948, -0.13043)  0.328
H (2.43364, -0.23228, -0.50157)  0.395
H (1.52529, -2.62340, -0.03805)  0.305
H (1.53284, -1.31949, 1.19741)  0.350
H (-0.10299, -2.20850, 1.02990)  0.265
H (-0.21546, -0.98511, -1.27701)  0.337
H (-2.20023, 3.97859, -0.34739)  0.365
H (-1.02159, 0.05971, 2.00865)  -0.113

Atomic forces in eV per Å
1.0 -1.3 -0.2
1.3 3.7 0.4
-1.5 -0.8 -2.0
0.2 -0.3 1.7
-0.7 4.6 -0.7
-0.6 -2.0 0.0
0.3 0.0 0.2
-0.2 -0.2 2.1
0.1 0.2 -0.2
0.6 -0.1 0.1
-1.5 0.8 0.5
-1.1 -1.0 -0.5
2.0 -0.6 -0.6
-0.3 -0.9 -1.2
0.1 -2.0 0.1
0.4 -0.2 0.3

multiplicity: 1
LUMO level: 0.68 eV
HOMO energy: -0.3670 Ha
charge: 0
calculated total energy: -3059.37142 hartree
gap between HOMO and LUMO: 0.3919 Eh

---

Molecular formula: C33H53I2NO14S6
Method: DFT, ωB97M-V/def2-TZVPD

Each line ends with the Mulliken charge.
Geometry (Å):
C (3.06475, 2.63669, 0.05142)  -0.428
C (2.12242, 3.80644, -0.33071)  1.148
C (2.57459, 5.12136, -0.85418)  -0.655
I (4.70252, 5.41149, -1.09000)  0.061
C (1.61566, 6.17109, -1.17234)  -0.378
C (0.15031, 6.00154, -1.01898)  -0.745
C (-0.28744, 4.71250, -0.50675)  -0.053
C (0.69921, 3.65808, -0.15924)  0.734
C (-0.14489, 2.47197, 0.39141)  0.089
O (0.16949, 1.56479, 1.10757)  -0.495
N (-1.49302, 2.72053, -0.12227)  -0.388
I (-1.24596, 2.09155, -2.10368)  0.341
C (-1.72803, 4.16772, -0.22028)  0.206
O (-2.77426, 4.72782, -0.13456)  -0.567
H (2.47184, 1.81152, 0.50299)  -0.460
H (3.84271, 3.04237, 0.74669)  0.513
H (3.62375, 2.23569, -0.83947)  0.303
H (1.97693, 7.15236, -1.56245)  0.341
H (-0.57854, 6.80669, -1.25149)  0.423
C (-3.28726, -2.74679, 1.60671)  0.323
C (-3.76436, -1.29233, 1.58336)  -0.922
C (-3.28590, -0.67381, 0.26708)  0.077
S (-3.16909, -2.02390, -0.90649)  1.138
O (-1.78124, -2.20065, -1.26599)  -0.616
O (-4.20766, -1.88308, -1.90080)  -0.707
C (-3.62819, -3.31776, 0.23467)  -0.849
H (-3.76268, -3.31548, 2.40573)  -0.247
H (-2.20567, -2.77822, 1.76706)  0.096
H (-4.85718, -1.26678, 1.62707)  0.383
H (-3.38986, -0.73163, 2.44059)  0.304
H (-3.98734, 0.06995, -0.10849)  0.457
H (-2.29443, -0.23028, 0.37070)  -0.322
H (-3.08198, -4.23003, 0.00093)  0.457
H (-4.70145, -3.48604, 0.13356)  0.396
C (0.87066, 0.04777, 5.67827)  -0.448
C (0.15993, 0.88060, 4.60779)  -0.787
C (-0.39350, -0.09105, 3.56386)  0.667
S (-0.69683, -1.63298, 4.42391)  1.423
O (0.19712, -2.63756, 3.90024)  -0.675
O (-2.12410, -1.85399, 4.52494)  -0.704
C (-0.07973, -1.09680, 6.01181)  -0.920
H (1.10769, 0.64139, 6.56219)  0.435
H (1.80714, -0.34830, 5.27532)  0.101
H (-0.66321, 1.43723, 5.06597)  0.377
H (0.83173, 1.60776, 4.14999)  0.282
H (-1.32550, 0.26962, 3.13150)  0.214
H (0.33158, -0.28310, 2.77456)  -0.749
H (0.40800, -1.92750, 6.51963)  0.489
H (-0.93029, -0.74473, 6.59824)  0.352
C (5.66774, 2.73061, -5.84791)  -0.561
C (6.84689, 3.69970, -5.71789)  -0.641
C (7.21999, 3.77209, -4.23416)  -0.474
S (6.74601, 2.19727, -3.52092)  1.028
O (5.68308, 2.42360, -2.57253)  -0.448
O (7.93228, 1.45189, -3.17900)  -0.709
C (6.03904, 1.51178, -5.01127)  -0.725
H (5.47864, 2.45994, -6.88728)  0.346
H (4.76177, 3.19611, -5.44941)  0.288
H (7.69578, 3.31921, -6.29286)  0.289
H (6.60264, 4.68770, -6.11054)  0.343
H (8.28924, 3.92305, -4.09369)  0.347
H (6.66333, 4.55584, -3.71947)  0.164
H (5.18462, 0.88492, -4.76152)  0.393
H (6.81089, 0.91727, -5.50255)  0.344
C (3.08588, -2.37046, -0.10738)  -0.830
C (4.08413, -3.10620, 0.79189)  -0.629
C (4.78036, -2.05508, 1.66207)  -0.726
S (3.61544, -0.70563, 1.84382)  1.141
O (4.15510, 0.46253, 1.18677)  -0.611
O (3.13880, -0.66471, 3.20736)  -0.612
C (2.34067, -1.40425, 0.80524)  -0.125
H (2.40199, -3.06027, -0.60278)  0.390
H (3.62508, -1.81491, -0.88036)  0.353
H (3.54640, -3.81384, 1.42888)  0.298
H (4.80882, -3.67626, 0.20890)  0.366
H (5.03206, -2.44819, 2.64595)  0.325
H (5.67559, -1.66374, 1.17852)  0.366
H (1.82654, -0.61054, 0.26415)  0.164
H (1.63826, -1.93500, 1.45156)  0.133
C (-3.65480, -7.12700, 6.37871)  -0.637
C (-4.13204, -5.67133, 6.35477)  -0.838
C (-3.65551, -5.05312, 5.03686)  -0.207
S (-3.53996, -6.40384, 3.86412)  1.208
O (-2.15579, -6.58108, 3.50259)  -0.650
O (-4.58133, -6.26441, 2.87329)  -0.682
C (-3.99732, -7.69790, 5.00762)  -0.727
H (-4.12975, -7.69598, 7.17903)  0.369
H (-2.57312, -7.15813, 6.53740)  0.289
H (-5.22458, -5.64612, 6.39982)  0.336
H (-3.75647, -5.10906, 7.21080)  0.341
H (-4.35799, -4.31027, 4.66265)  0.373
H (-2.66511, -4.60914, 5.13755)  0.105
H (-3.45152, -8.61005, 4.77238)  0.401
H (-5.07089, -7.86586, 4.90821)  0.327
C (-5.18350, 3.42036, -5.93410)  -0.637
C (-5.06933, 2.00634, -6.51196)  -0.612
C (-3.73951, 1.92524, -7.26785)  -0.618
S (-2.64103, 3.09912, -6.47578)  1.117
O (-2.33667, 4.15100, -7.41398)  -0.661
O (-1.60795, 2.38185, -5.76671)  -0.620
C (-3.83166, 3.71730, -5.29616)  -0.582
H (-5.99380, 3.49703, -5.20830)  0.340
H (-5.38201, 4.13346, -6.73940)  0.315
H (-5.07399, 1.27844, -5.69596)  0.289
H (-5.90873, 1.76871, -7.16676)  0.316
H (-3.30319, 0.92914, -7.21075)  0.348
H (-3.85286, 2.22168, -8.31062)  0.345
H (-3.66214, 4.77830, -5.12047)  0.382
H (-3.70296, 3.15712, -4.36822)  0.268

Atomic forces in eV per Å
-0.3 0.9 -0.6
-0.9 1.0 -0.2
-2.2 -0.6 0.4
-1.4 0.1 0.1
-0.7 -1.1 0.3
1.6 -2.4 1.0
1.9 0.9 0.2
-0.4 1.9 -0.3
1.1 1.8 -0.7
-0.4 0.3 -0.5
-0.9 -0.9 0.4
-0.6 -0.3 -0.2
2.7 0.3 -0.8
0.3 -0.4 0.0
0.6 0.9 -0.3
-0.7 -0.6 -0.4
-0.6 0.5 0.7
-0.2 -1.0 0.4
0.8 -0.7 0.1
0.1 0.1 0.0
-0.1 0.0 0.1
-0.1 0.4 0.3
-0.3 -0.1 0.3
-0.1 0.1 -0.3
0.3 0.0 -0.2
0.0 -0.2 0.4
0.1 0.0 -0.1
-0.1 -0.1 0.0
0.0 0.0 0.0
0.0 -0.1 0.0
0.1 0.0 -0.2
0.0 -0.1 -0.1
0.0 0.1 -0.1
0.1 0.0 -0.1
0.2 0.0 -0.1
0.0 0.1 0.1
0.0 0.3 -0.2
0.2 0.5 0.2
-0.3 -0.2 -0.1
0.1 -0.4 -0.1
0.2 0.2 0.4
0.0 0.0 0.0
-0.1 0.0 0.0
0.0 0.0 0.0
0.0 -0.1 0.0
0.0 -0.2 -0.1
-0.1 -0.1 0.1
-0.1 -0.1 -0.1
0.0 -0.1 -0.1
-0.1 0.1 0.0
0.0 0.0 -0.1
0.1 0.4 -0.3
0.1 -0.2 -0.2
0.2 -0.2 0.1
-0.2 0.1 0.3
-0.2 0.0 -0.4
0.0 0.0 0.1
0.0 -0.1 0.0
0.0 0.0 0.0
0.0 0.0 0.0
-0.1 -0.1 0.2
0.0 -0.1 0.1
0.1 0.0 0.2
0.0 0.0 0.1
0.1 0.0 -0.1
-0.1 -0.1 0.0
0.3 -0.4 0.0
-0.2 -0.3 -0.1
0.1 -0.4 0.5
0.1 0.4 0.0
-0.2 -0.2 -0.3
0.0 0.1 0.0
-0.1 0.0 0.0
0.0 0.1 0.0
0.0 0.0 0.1
0.0 0.2 0.0
-0.1 0.1 0.1
0.0 0.1 0.1
0.0 0.0 0.1
0.1 0.1 0.1
-0.1 0.0 0.1
0.0 0.3 0.4
-0.2 0.0 0.1
-0.2 0.0 -0.2
0.3 0.0 -0.2
0.0 -0.3 0.4
0.0 0.0 0.0
0.0 0.0 0.0
0.1 0.0 0.0
0.0 0.0 -0.1
0.1 0.0 -0.1
0.0 0.0 -0.2
0.0 0.1 -0.2
0.1 0.0 -0.1
-0.1 0.0 -0.1
-0.1 -0.1 0.1
-0.3 -0.4 -0.2
-0.2 0.0 0.2
0.2 -0.1 0.1
0.2 0.2 -0.1
-0.4 0.1 0.2
0.1 0.0 0.0
0.0 0.0 0.1
0.0 0.0 0.0
0.1 0.0 0.0
0.1 0.1 0.0
0.1 0.1 0.1
0.2 -0.1 0.0
0.1 0.0 -0.1

multiplicity: 1
LUMO level: -0.98 eV
HOMO energy: -0.3294 Ha
charge: 0
calculated total energy: -5381.75628 hartree
gap between HOMO and LUMO: 0.2933 Eh

---

Molecular formula: C2H2N2O2
Method: DFT, ωB97M-V/def2-TZVPD

Each line ends with the Mulliken charge.
Geometry (Å):
C (-1.06645, 0.29800, 0.60665)  0.099
C (0.19513, -0.43150, -0.94555)  0.481
N (-1.05841, -0.25030, -0.54350)  -0.415
N (1.09944, -0.05270, 0.34483)  -0.147
O (0.68060, -0.90695, -1.93089)  -0.487
O (0.15904, 0.50345, 1.13726)  -0.196
H (-1.80835, 0.28385, 1.25828)  0.422
H (1.79899, 0.55615, 0.07291)  0.243

Atomic forces in eV per Å
5.1 -1.5 -2.5
4.1 -0.7 0.6
-2.5 0.5 -0.1
-3.1 -3.2 -3.2
-0.4 0.5 0.5
-1.3 1.6 2.2
-3.5 0.9 2.7
1.6 2.0 -0.3

multiplicity: 1
LUMO level (spin up / spin down): 0.00 / 0.00 eV
HOMO energy (spin up / spin down): -0.3713 / -0.3714 Ha
charge: 0
calculated total energy: -337.32575 hartree
gap between HOMO and LUMO (spin up / spin down): 0.3713 / 0.3713 Eh

---

Molecular formula: C4H9O2
Method: DFT, ωB97M-V/def2-TZVPD

Each line ends with the Mulliken charge.
Geometry (Å):
C (0.21632, -0.11041, 1.47451)  -0.525
C (-0.83275, -0.20639, 2.58651)  -0.883
H (-0.05852, 0.20775, 0.46045)  -0.012
H (1.00515, 0.57616, 1.73604)  0.295
H (0.68538, -1.10598, 1.37855)  0.267
H (-0.49637, -0.84728, 3.38368)  0.293
H (-1.78909, -0.59310, 2.20606)  0.274
H (-1.10636, 0.85038, 2.70669)  0.259
C (0.61099, -0.43800, -2.39689)  -0.833
C (-0.00723, 1.00213, -2.00201)  0.555
O (0.82992, 1.92050, -2.02709)  -0.727
O (-1.24592, 0.99197, -1.91274)  -0.698
H (-0.02219, -1.34354, -2.49524)  0.263
H (1.35857, -0.74040, -1.67938)  0.205
H (0.85211, -0.16380, -3.41915)  0.268

Atomic forces in eV per Å
0.7 -1.4 -0.4
-1.0 1.2 -2.4
-0.7 -0.1 0.5
0.4 0.2 0.4
0.0 0.3 -0.2
0.1 0.5 0.7
0.3 -0.4 0.0
0.1 -0.3 1.4
-1.1 0.3 0.1
-0.1 -1.8 -0.9
-0.1 0.1 0.5
-0.5 0.7 0.5
-0.5 0.8 0.3
1.0 0.3 -0.4
1.2 -0.5 -0.1

multiplicity: 1
LUMO level: 3.85 eV
HOMO energy: -0.1347 Ha
charge: -1
calculated total energy: -308.31353 hartree
gap between HOMO and LUMO: 0.2760 Eh

---

Molecular formula: C3H2F2OS
Method: DFT, ωB97M-V/def2-TZVPD

Each line ends with the Mulliken charge.
Geometry (Å):
C (1.73473, -0.06297, -0.01711)  0.557
C (0.92882, 1.00489, 0.03957)  -0.256
C (-1.23128, 0.08497, 0.39361)  0.002
H (1.21119, 2.05867, 0.14352)  0.332
H (-0.66410, -0.37749, 1.24049)  0.293
O (-0.46111, 0.95433, -0.27496)  -0.275
F (1.30130, -1.31472, -0.13318)  -0.184
F (3.02413, 0.03348, 0.05219)  -0.212
S (-2.77380, -0.24663, -0.05949)  -0.258

Atomic forces in eV per Å
-1.8 0.8 0.0
-1.0 0.2 -0.6
-0.6 -0.7 0.1
0.5 -0.9 0.0
-0.8 0.2 -0.5
1.0 -0.3 0.3
0.4 0.6 -0.1
0.7 -0.3 0.2
1.5 0.3 0.6

multiplicity: 1
LUMO level: 0.15 eV
HOMO energy: -0.3345 Ha
charge: 0
calculated total energy: -788.60060 hartree
gap between HOMO and LUMO: 0.3399 Eh

---

Molecular formula: C11H17B3BrNO4
Method: DFT, ωB97M-V/def2-TZVPD

Each line ends with the Mulliken charge.
Geometry (Å):
C (-1.04988, 2.21981, 0.26335)  -0.913
C (-0.60247, 1.62680, -1.07233)  -0.666
C (0.18961, 0.32101, -0.92171)  -0.041
Br (1.05104, -0.10120, -2.62468)  -0.220
B (-0.68401, -0.89643, -0.43256)  0.437
O (-0.87676, -2.05189, -1.16008)  -0.436
B (-2.18625, -2.48088, -1.21736)  0.567
O (-2.97990, -2.30184, -0.10352)  -0.435
B (-2.66988, -1.26730, 0.76970)  0.199
C (-3.73961, -0.60428, 1.69302)  -0.810
C (-4.54876, 0.43922, 0.92020)  0.384
C (-4.51424, 0.54318, -0.54877)  -0.708
O (-5.68073, 0.02656, 0.25540)  -0.503
O (-1.36100, -0.80201, 0.77165)  -0.292
H (-0.24284, 2.18862, 0.99515)  0.329
H (-1.91836, 1.71246, 0.67425)  0.035
H (-1.32678, 3.26508, 0.12160)  0.389
H (-1.45295, 1.47664, -1.74178)  0.340
H (0.05307, 2.34671, -1.56309)  0.434
H (1.01406, 0.47414, -0.22083)  0.328
H (-2.64020, -2.93320, -2.21649)  -0.130
H (-3.22143, -0.07968, 2.49648)  0.249
H (-4.45099, -1.31736, 2.10926)  0.361
H (-4.61964, 1.40673, 1.42441)  0.436
H (-4.89799, 1.43161, -1.03520)  0.384
H (-4.29469, -0.28685, -1.20737)  0.271
N (3.75971, -0.20343, 0.90272)  -0.292
C (4.80253, -0.27749, 1.72616)  -0.315
C (6.11035, -0.43969, 1.29350)  -0.349
C (6.34970, -0.53169, -0.06848)  -0.303
C (5.27335, -0.45724, -0.93698)  -0.580
C (4.00312, -0.29343, -0.40462)  0.653
H (4.58074, -0.20357, 2.78520)  0.350
H (6.91837, -0.49193, 2.01043)  0.359
H (7.35656, -0.65920, -0.44467)  0.376
H (5.40793, -0.52500, -2.00797)  0.364
H (3.13429, -0.23011, -1.04901)  -0.254

Atomic forces in eV per Å
-0.1 0.1 -0.1
0.2 0.1 0.1
0.1 -0.2 0.1
-0.1 0.0 -0.2
0.4 -0.6 0.5
-0.3 0.6 -0.8
0.2 -0.4 0.4
-0.4 0.6 -0.4
0.3 -0.8 0.4
0.0 0.2 0.0
1.1 0.3 0.2
-2.7 -0.7 -0.2
0.1 0.2 -0.2
-0.4 0.7 -0.4
0.0 0.0 0.0
0.0 -0.1 0.1
0.0 0.0 0.0
0.0 0.0 0.0
0.0 0.0 -0.1
0.0 0.1 0.0
0.1 -0.2 0.1
-0.1 -0.1 0.2
0.0 0.0 0.1
-0.2 -0.2 0.0
0.7 0.3 0.0
0.9 0.2 0.1
0.0 0.0 0.0
0.0 0.0 0.0
0.0 0.0 0.0
0.0 0.0 0.0
0.0 0.0 0.0
0.0 0.0 0.1
0.0 0.0 0.0
0.0 0.0 0.0
0.0 0.0 0.0
0.0 0.0 0.0
0.2 0.0 0.0

multiplicity: 1
LUMO level: 0.62 eV
HOMO energy: -0.3579 Ha
charge: 0
calculated total energy: -3433.86693 hartree
gap between HOMO and LUMO: 0.3808 Eh

---

Molecular formula: C4H13N2S
Method: DFT, ωB97M-V/def2-TZVPD

Each line ends with the Mulliken charge.
Geometry (Å):
C (-0.38906, 0.15339, 1.15755)  -0.558
N (0.73021, -0.32602, 0.34294)  -0.272
C (0.74708, 0.17962, -1.03717)  -0.547
C (1.43608, 1.52027, -1.16512)  -0.821
S (1.53632, 2.31540, -2.77182)  -0.179
C (-1.58098, -0.73887, 0.83360)  -0.702
N (-1.15876, -2.12155, 1.10191)  -0.261
H (-0.68882, 1.19984, 1.08672)  0.291
H (-0.11432, -0.05526, 2.19954)  0.458
H (1.61229, -0.10012, 0.78382)  0.250
H (-0.23516, 0.12185, -1.51798)  0.252
H (1.25760, -0.55775, -1.65135)  0.434
H (1.10596, 2.18004, -0.36662)  0.364
H (2.48569, 1.41172, -0.92301)  0.338
H (0.49342, 3.15668, -2.73239)  0.136
H (-1.87146, -0.57114, -0.20716)  0.347
H (-2.45852, -0.45501, 1.40443)  0.407
H (-1.80402, -2.87497, 0.85863)  0.343
H (-0.81979, -2.22603, 2.05972)  0.341
H (-0.28378, -2.21211, 0.54375)  0.380

Atomic forces in eV per Å
0.3 -0.9 0.4
-0.5 0.3 -0.2
0.1 -0.8 -0.9
0.2 0.5 0.6
-0.1 0.0 -0.4
-0.7 1.6 -0.1
0.9 -0.6 -0.6
0.2 0.1 -0.2
-0.1 0.4 0.0
0.0 -0.1 0.1
-0.3 0.5 0.5
0.5 -0.1 0.0
-0.4 0.4 -0.2
0.4 -0.4 0.1
-0.1 -0.2 0.2
0.2 -0.7 0.0
0.0 -0.3 0.4
-0.1 0.2 0.1
-0.4 -0.1 0.2
-0.1 0.0 0.0

multiplicity: 1
LUMO level: -3.46 eV
HOMO energy: -0.4391 Ha
charge: +1
calculated total energy: -667.64058 hartree
gap between HOMO and LUMO: 0.3118 Eh